Entry from the Open Molecules 2025 dataset: a single C10H11IO molecule at a distorted geometry (ωB97M-V/def2-TZVPD).

highest occupied orbital energy (spin up / spin down): -8.4 / -8.7 eV
energy above the lowest of the compared OMol25 structures with the same formula, charge and spin: 82.3 kcal/mol
lowest unoccupied orbital energy (spin up / spin down): -0.3 / -0.4 eV
frontier orbital gap (spin up / spin down): 8.1 / 8.3 eV
E_tot: -760.411477 a.u.

The geometry in ORCA input format:
```
! wB97M-V def2-TZVPD RIJCOSX def2/J DEFGRID3
* xyz 0 1
C -1.35 2.03 -2.73
C -0.23 2.66 -2.30
C -1.69 0.76 -2.19
C 0.68 1.99 -1.44
C -0.89 0.27 -1.22
C 0.35 0.79 -0.87
C -0.29 -1.94 -0.20
C 0.56 -1.00 0.65
C -0.43 -0.58 1.76
C 1.71 -1.71 1.43
O 1.17 0.09 -0.01
I 0.39 -3.13 -1.81
H -1.99 2.55 -3.41
H 0.14 3.46 -2.99
H -2.52 0.23 -2.39
H 1.56 2.54 -1.09
H -1.06 -2.45 0.35
H 0.14 0.21 2.44
H -0.71 -1.55 2.40
H -1.41 -0.08 1.31
H 2.56 -1.93 0.68
H 1.26 -2.66 1.86
H 1.98 -0.98 2.25
*
```

These are the natural (NBO) partial charges, in e, on atoms 1 to 6: -0.22 -0.21 -0.30 -0.25 0.10 0.20